[1]
One molecule with the formula C6H9NO2 at a distorted geometry, computed with ωB97M-V/def2-TZVPD.

ORCA input file:
```
! RIJCOSX wB97M-V def2-TZVPD def2/J DEFGRID3
* xyz 0 1
C -1.481 -0.675 1.230
C -0.959 -0.095 -0.037
O -2.046 -0.108 -0.959
C -0.581 1.359 0.030
N 0.616 1.801 -0.033
O 1.741 0.908 0.117
C 1.402 -0.362 0.396
C 1.535 -1.621 -0.327
C 0.289 -0.772 -0.534
H -1.681 -1.723 0.995
H -0.842 -0.554 2.140
H -2.472 -0.198 1.477
H -2.323 -1.042 -1.120
H -1.289 2.170 -0.137
H 1.136 -0.399 1.436
H 2.326 -1.553 -1.098
H 1.565 -2.582 0.128
H 0.485 -0.130 -1.416
*
```

LUMO level (eV): 0.8
SMILES string: C[C@@]1(O)C=NO[C@@H]2C[C@H]21
Energy above the lowest of the compared OMol25 structures with the same formula, charge and spin (kJ/mol): 519.7
DFT total energy (hartree): -439.0784
HOMO level (eV): -9.47

These are the Löwdin partial charges, in e, on atoms 1 to 2: -0.022 -0.576



[2]
C33H32F5GeNReS4 as an isolated structure at a distorted geometry, computed with ωB97M-V/def2-TZVPD.

ORCA input file:
```
! RIJCOSX wB97M-V def2-TZVPD def2/J DEFGRID3
* xyz 3 3
Re -1.085 0.076 -0.300
C -1.878 -1.019 2.690
C -1.451 0.392 3.048
S -1.403 1.612 1.665
C -3.182 2.133 1.543
C -3.899 1.677 0.287
S -3.562 -0.109 0.067
C -4.280 -0.601 -1.540
C -3.287 -1.232 -2.519
S -1.587 -1.667 -1.970
C -1.715 -3.161 -0.902
C -1.999 -2.926 0.568
S -0.880 -1.658 1.290
H -2.936 -1.076 2.429
H -1.697 -1.676 3.542
H -0.428 0.402 3.430
H -2.104 0.804 3.817
H -3.175 3.224 1.585
H -3.676 1.742 2.431
H -3.545 2.210 -0.593
H -4.976 1.816 0.396
H -4.731 0.292 -1.972
H -5.073 -1.310 -1.294
H -3.067 -0.536 -3.330
H -3.702 -2.144 -2.951
H -0.738 -3.630 -1.037
H -2.476 -3.804 -1.346
H -1.817 -3.853 1.114
H -3.031 -2.613 0.742
N -1.566 2.424 -2.346
C -1.353 1.547 -1.618
H -1.597 3.203 -2.975
C 1.421 -3.473 4.922
C 1.897 -3.836 3.669
C 2.297 -2.866 2.765
C 2.234 -1.520 3.125
C 1.724 -1.157 4.375
C 1.320 -2.133 5.269
Ge 3.031 -0.037 2.064
C 4.565 -0.307 0.840
C 5.096 0.786 0.158
C 6.217 0.609 -0.637
C 6.804 -0.644 -0.734
C 6.276 -1.726 -0.048
C 5.155 -1.564 0.750
C 2.733 1.826 2.730
C 2.078 2.801 1.985
C 1.960 4.086 2.488
C 2.541 4.409 3.706
C 3.194 3.438 4.449
C 3.303 2.146 3.964
H 1.140 -4.236 5.632
H 1.983 -4.882 3.411
H 2.649 -3.166 1.786
H 1.671 -0.110 4.656
H 0.953 -1.852 6.244
H 4.642 1.766 0.241
H 6.630 1.446 -1.182
H 7.684 -0.776 -1.348
H 6.738 -2.698 -0.122
H 4.761 -2.407 1.298
H 1.645 2.562 1.022
H 1.433 4.836 1.916
H 2.500 5.426 4.069
H 3.648 3.690 5.396
H 3.836 1.398 4.537
F 1.142 -2.176 -0.525
C 1.686 -1.060 -1.066
C 0.987 0.145 -0.931
C 1.672 1.239 -1.476
F 1.101 2.451 -1.346
C 2.894 1.154 -2.139
F 3.480 2.244 -2.608
C 3.502 -0.094 -2.306
F 4.629 -0.213 -2.979
C 2.892 -1.212 -1.738
F 3.448 -2.413 -1.830
*
```

LUMO level (alpha / beta) (eV): -9.0 / -10.4
DFT total energy (hartree): -5577.7467
HOMO level (alpha / beta) (eV): -16.34 / -16.41

These are the Löwdin partial charges, in e, on atoms 1 to 2: 0.750 -0.444



[3]
C23H46AlN2O8 as an isolated structure, computed with ωB97M-V/def2-TZVPD.

ORCA input file:
```
! RIJCOSX wB97M-V def2-TZVPD def2/J DEFGRID3
* xyz -1 1
C -0.929 1.903 -3.776
C -0.935 0.780 -4.840
N -1.238 -0.553 -4.358
Al 0.017 -1.598 -3.438
N 0.924 -2.701 -4.689
C -1.085 -2.757 -2.173
C -0.783 -2.634 -0.663
C -0.123 -3.879 -0.040
C 0.973 -3.614 1.006
C 0.721 -2.386 1.856
O 1.461 -2.495 3.074
C 1.529 -1.300 3.807
C 1.436 -0.549 -2.419
C 2.818 -0.308 -3.036
C 2.786 0.224 -4.462
O 3.651 -1.472 -2.941
H -1.571 2.740 -4.062
H -1.276 1.504 -2.822
H 0.073 2.302 -3.600
H -1.657 1.078 -5.617
H 0.033 0.755 -5.345
H -2.122 -0.517 -3.859
H 0.229 -3.343 -5.067
H 1.567 -3.326 -4.202
H -0.990 -3.805 -2.481
H -2.140 -2.507 -2.342
H -0.159 -1.760 -0.463
H -1.716 -2.458 -0.120
H -0.893 -4.513 0.406
H 0.314 -4.467 -0.850
H 1.949 -3.533 0.524
H 1.031 -4.465 1.688
H -0.344 -2.254 2.073
H 1.068 -1.491 1.329
H 0.854 -0.536 3.409
H 2.547 -0.897 3.786
H 1.254 -1.485 4.850
H 1.058 0.429 -2.093
H 1.622 -1.101 -1.487
H 3.348 0.446 -2.435
H 2.108 -0.345 -5.098
H 2.446 1.264 -4.447
H 3.789 0.227 -4.887
H 3.131 -2.195 -3.324
O 5.062 2.419 -5.058
C 4.847 3.195 -4.183
O 3.901 4.170 -4.291
C 3.894 4.996 -3.122
C 4.524 4.145 -2.021
C 5.505 3.289 -2.816
H 4.480 5.896 -3.330
H 2.865 5.283 -2.922
H 4.980 4.743 -1.234
H 3.764 3.507 -1.570
H 6.477 3.770 -2.943
H 5.655 2.290 -2.417
O -2.753 -2.239 2.797
C -2.559 -2.307 3.972
O -2.574 -3.488 4.648
C -2.430 -3.256 6.056
C -1.763 -1.888 6.176
C -2.300 -1.169 4.941
H -3.425 -3.268 6.508
H -1.844 -4.073 6.470
H -1.981 -1.390 7.119
H -0.682 -2.003 6.093
H -3.250 -0.666 5.128
H -1.607 -0.453 4.510
O -2.371 1.839 4.393
C -3.441 2.305 4.145
O -4.581 1.821 4.705
C -5.732 2.473 4.144
C -5.214 3.802 3.599
C -3.790 3.433 3.193
H -6.135 1.834 3.356
H -6.474 2.576 4.932
H -5.826 4.190 2.788
H -5.192 4.545 4.397
H -3.737 3.034 2.178
H -3.066 4.237 3.287
*
```

LUMO level (eV): 2.0
DFT total energy (hartree): -1857.9402
HOMO level (eV): -4.09

These are the Löwdin partial charges, in e, on atoms 1 to 2: -0.116 -0.378



[4]
A 8-piece molecular cluster, C22H39Br16F9O2P overall at a distorted geometry, computed with ωB97M-V/def2-TZVPD.

ORCA input file:
```
! RIJCOSX wB97M-V def2-TZVPD def2/J DEFGRID3
* xyz -1 1
O -0.685 5.059 -1.488
C -0.427 4.042 -2.353
O 0.719 4.054 -3.294
C -1.401 2.715 -2.376
P -0.796 1.394 -1.126
C -0.238 0.012 0.050
F -1.485 -0.586 0.661
F 0.281 -1.098 -0.841
C 0.948 0.337 1.093
F 0.779 -0.596 2.269
F 2.268 -0.065 0.481
C 1.107 1.829 1.685
F 1.470 2.891 0.686
F 2.296 1.789 2.621
C -0.125 2.426 2.572
F -1.404 1.696 2.491
F -0.398 3.835 2.127
F 0.237 2.539 4.028
H 1.532 3.897 -2.698
H -1.567 2.260 -3.455
H -2.460 3.086 -1.969
H -0.712 0.462 -2.258
H -2.178 0.970 -0.974
H -0.953 2.381 -0.091
H 0.566 1.816 -1.445
Br 2.425 -6.078 -1.846
C 3.408 -4.575 -1.085
C 2.511 -3.376 -0.892
Br 2.170 -2.468 -2.584
H 4.256 -4.380 -1.748
H 3.781 -4.938 -0.123
H 2.998 -2.627 -0.261
H 1.537 -3.627 -0.463
Br -4.651 -2.191 0.646
C -4.236 -3.803 1.661
C -2.748 -4.065 1.689
Br -2.131 -4.812 -0.004
H -4.812 -4.619 1.215
H -4.612 -3.609 2.669
H -2.503 -4.822 2.439
H -2.153 -3.167 1.877
Br -4.174 -8.141 2.516
C -5.114 -7.908 4.208
C -4.978 -6.493 4.720
Br -3.217 -6.192 5.504
H -4.720 -8.659 4.899
H -6.160 -8.139 3.986
H -5.686 -6.306 5.532
H -5.115 -5.735 3.943
Br 2.181 9.806 -1.531
C 1.255 9.031 -3.063
C 0.036 8.252 -2.628
Br 0.534 6.519 -1.885
H 1.987 8.426 -3.606
H 0.966 9.886 -3.682
H -0.600 8.020 -3.487
H -0.560 8.765 -1.869
Br -0.928 0.664 -4.886
C -2.125 -0.677 -5.644
C -3.439 -0.720 -4.900
Br -3.256 -1.652 -3.196
H -1.587 -1.630 -5.630
H -2.278 -0.368 -6.681
H -4.181 -1.296 -5.460
H -3.845 0.271 -4.679
Br 4.846 1.049 -3.367
C 5.261 -0.563 -2.351
C 6.749 -0.825 -2.324
Br 7.366 -1.572 -4.017
H 4.685 -1.379 -2.798
H 4.884 -0.368 -1.343
H 6.993 -1.582 -1.573
H 7.344 0.073 -2.136
Br -4.792 -8.097 9.388
C -3.192 -7.048 9.767
C -3.521 -5.830 10.599
Br -4.342 -4.433 9.513
H -2.734 -6.804 8.805
H -2.533 -7.724 10.318
H -2.609 -5.379 11.001
H -4.210 -6.040 11.422
Br 3.975 6.674 -4.835
C 5.574 7.723 -4.456
C 5.245 8.941 -3.624
Br 4.425 10.337 -4.710
H 6.032 7.966 -5.418
H 6.234 7.046 -3.905
H 6.157 9.392 -3.222
H 4.556 8.731 -2.801
*
```

LUMO level (eV): 1.4
DFT total energy (hartree): -43436.1497
HOMO level (eV): -4.00

These are the Löwdin partial charges, in e, on atoms 1 to 2: -0.448 -0.359



[5]
A 3-piece molecular cluster, C34H54IN2O7 overall at a distorted geometry, computed with ωB97M-V/def2-TZVPD.

ORCA input file:
```
! RIJCOSX wB97M-V def2-TZVPD def2/J DEFGRID3
* xyz 1 1
C -6.424 2.566 2.367
C -5.265 1.624 2.025
O -5.217 0.421 2.780
C -5.191 0.570 4.181
C -4.030 1.378 4.720
C -4.224 2.468 5.602
C -5.561 2.917 6.126
C -6.034 4.275 5.567
N -3.224 3.177 6.071
N -2.006 2.824 5.734
I -0.547 4.048 6.566
C -1.668 1.791 4.976
C -0.244 1.418 4.738
C 0.377 0.780 5.978
C 1.697 1.112 6.313
C 2.284 0.558 7.449
C 1.560 -0.316 8.258
C 0.249 -0.660 7.924
C -0.335 -0.105 6.786
C -2.721 1.020 4.418
C -2.392 -0.184 3.573
C -1.934 0.111 2.145
C -1.859 -1.154 1.291
C -2.034 -0.834 -0.200
C -1.269 -1.813 -1.076
C -1.584 -1.667 -2.575
C -0.332 -1.825 -3.440
C 0.354 -0.521 -3.821
O -0.523 0.435 -4.453
C -0.796 1.479 -3.656
C -0.894 2.826 -4.287
O -0.968 1.358 -2.479
H -6.054 3.415 2.932
H -6.811 2.987 1.445
H -7.235 2.075 2.893
H -5.383 1.301 0.997
H -4.333 2.183 2.083
H -6.155 0.926 4.522
H -5.072 -0.432 4.590
H -6.307 2.141 6.045
H -5.396 3.064 7.190
H -6.807 4.163 4.820
H -6.453 4.849 6.384
H -5.198 4.835 5.161
H 0.347 2.288 4.472
H -0.173 0.711 3.927
H 2.250 1.801 5.695
H 3.295 0.833 7.702
H 2.043 -0.707 9.140
H -0.302 -1.334 8.559
H -1.356 -0.353 6.526
H -1.625 -0.782 4.064
H -3.272 -0.810 3.509
H -2.566 0.820 1.631
H -0.934 0.541 2.140
H -2.637 -1.861 1.571
H -0.887 -1.630 1.395
H -1.726 0.184 -0.435
H -3.085 -0.912 -0.481
H -0.193 -1.708 -0.934
H -1.541 -2.824 -0.772
H -2.259 -2.465 -2.879
H -2.094 -0.738 -2.795
H 0.415 -2.431 -2.932
H -0.559 -2.360 -4.360
H 0.871 -0.081 -2.974
H 1.121 -0.759 -4.556
H 0.001 3.063 -4.858
H -0.959 3.545 -3.484
H -1.755 2.907 -4.943
O 4.753 1.473 -2.427
C 4.548 1.333 -3.603
O 5.029 0.250 -4.232
C 4.670 -0.106 -5.576
C 5.561 0.576 -6.588
C 3.827 2.380 -4.418
H 3.610 0.085 -5.760
H 4.810 -1.180 -5.642
H 5.451 1.662 -6.550
H 5.320 0.239 -7.596
H 6.605 0.345 -6.385
H 4.545 3.098 -4.809
H 3.135 2.902 -3.759
H 3.234 1.970 -5.232
O 6.607 -2.391 -6.482
C 6.524 -3.588 -6.419
O 5.887 -4.243 -7.405
C 5.903 -5.668 -7.536
C 4.801 -6.323 -6.730
C 7.036 -4.359 -5.226
H 6.886 -6.068 -7.289
H 5.746 -5.855 -8.596
H 4.927 -6.149 -5.661
H 4.791 -7.399 -6.904
H 3.832 -5.914 -7.016
H 6.242 -4.428 -4.484
H 7.866 -3.804 -4.798
H 7.395 -5.357 -5.466
*
```

LUMO level (eV): -4.2
DFT total energy (hartree): -2261.5564
HOMO level (eV): -11.28

These are the Löwdin partial charges, in e, on atoms 1 to 2: -0.048 -0.238



[6]
C30H32MoN3O2PS2Sb as an isolated structure, computed with ωB97M-V/def2-TZVPD.

ORCA input file:
```
! RIJCOSX wB97M-V def2-TZVPD def2/J DEFGRID3
* xyz 1 3
Mo -0.519 -0.238 -0.145
S 0.424 1.898 0.562
C -1.064 2.407 -0.213
S -1.529 1.417 -1.575
C -1.858 3.393 0.302
C -1.562 3.924 1.593
N -1.353 4.259 2.675
C -3.106 3.724 -0.311
N -4.106 3.960 -0.827
C 5.513 -0.033 0.570
C 4.362 -0.375 1.266
C 3.137 -0.378 0.618
C 3.061 -0.041 -0.731
C 4.218 0.296 -1.429
C 5.441 0.300 -0.775
P 1.468 -0.144 -1.575
C 1.540 0.952 -2.995
C 1.074 0.507 -4.229
C 1.044 1.377 -5.309
C 1.470 2.688 -5.155
C 1.932 3.134 -3.923
C 1.968 2.270 -2.841
C 1.143 -1.843 -1.989
C 1.743 -2.814 -2.782
C 1.301 -4.117 -2.644
C 0.310 -4.423 -1.708
C -0.277 -3.440 -0.927
C 0.117 -2.102 -1.072
H 6.469 -0.028 1.076
H 4.421 -0.641 2.313
H 2.239 -0.655 1.161
H 4.166 0.564 -2.477
H 6.339 0.566 -1.317
H 0.730 -0.514 -4.346
H 0.687 1.032 -6.270
H 1.443 3.366 -5.998
H 2.262 4.157 -3.806
H 2.323 2.620 -1.879
H 2.540 -2.566 -3.472
H 1.736 -4.907 -3.242
H -0.003 -5.453 -1.590
H -1.029 -3.735 -0.203
O -1.885 0.314 1.881
C -0.987 -0.307 2.496
O -0.134 -1.021 1.909
C -0.901 -0.161 4.012
N -1.743 1.046 4.386
C -0.837 2.077 5.037
C 0.536 1.702 4.515
C 0.504 0.174 4.519
H -1.323 -1.054 4.469
H -2.523 0.798 4.989
H -2.133 1.398 3.497
H -0.923 1.941 6.113
H -1.177 3.067 4.747
H 1.322 2.108 5.147
H 0.667 2.094 3.504
H 0.636 -0.213 5.529
H 1.251 -0.285 3.875
C -3.469 -2.954 1.116
Sb -2.973 -1.482 -0.338
C -4.580 -0.131 -0.108
C -3.504 -2.429 -2.155
H -4.119 -3.698 0.660
H -4.001 -2.467 1.932
H -2.577 -3.441 1.504
H -5.519 -0.681 -0.129
H -4.553 0.594 -0.919
H -4.475 0.396 0.839
H -4.467 -2.924 -2.039
H -2.744 -3.153 -2.438
H -3.582 -1.668 -2.930
*
```

LUMO level (alpha / beta) (eV): -3.0 / -3.4
Energy above the lowest of the compared OMol25 structures with the same formula, charge and spin (kJ/mol): 0.0
DFT total energy (hartree): -2923.1155
HOMO level (alpha / beta) (eV): -10.52 / -10.73

These are the Löwdin partial charges, in e, on atoms 1 to 2: 0.829 0.630